Formula: C21H40BN9O4SSi
Source: OMol25
Level of theory: the ωB97M-V functional and the def2-TZVPD basis

The geometry in XYZ format:
```
77
Properties=species:S:1:pos:R:3
S 4.121 0.265 1.695
Si 2.246 -0.958 1.477
O 4.999 -0.521 2.552
O 1.579 1.851 -0.219
O 3.786 1.598 2.160
O -0.709 1.653 0.300
N -3.151 -8.638 0.109
N -2.306 0.503 -5.598
N -1.255 -4.535 2.231
N -1.790 -3.449 -1.553
N 1.812 -4.199 0.347
N 3.180 4.560 5.948
N -0.918 4.295 -1.626
N 0.625 1.463 4.777
N -4.197 4.757 -5.882
C 4.970 0.415 0.121
C -1.685 -2.955 -2.584
C -1.804 4.554 -0.943
C -3.797 4.733 -6.957
C 0.779 0.162 1.661
C -2.113 2.762 -4.319
C -3.178 -7.524 -0.167
C -2.221 1.501 -5.035
C 2.415 -2.142 2.908
C 2.112 -1.762 -0.227
C 3.076 1.058 5.558
C -2.224 -4.448 2.838
C 2.632 4.872 3.422
C -1.553 -2.306 -3.881
C -3.214 -6.110 -0.509
C -3.293 4.701 -8.323
C -3.453 -4.340 3.611
C -2.921 4.884 -0.070
C 1.190 -2.989 -0.208
C 2.939 4.719 4.838
C 1.702 1.287 5.136
B 0.578 1.258 0.544
H 2.131 1.229 -0.697
H 4.449 -0.141 -0.657
H 3.119 0.901 6.635
H -1.696 2.608 -3.327
H 2.806 -4.052 0.475
H -3.351 3.973 0.343
H -0.654 -2.653 -4.389
H 1.414 -4.416 1.252
H -3.123 -5.967 -1.584
H 3.061 -2.007 -0.712
H 1.453 -2.591 3.153
H 5.031 1.472 -0.130
H 2.802 -1.581 3.761
H -3.238 -3.954 4.606
H -2.559 5.491 -8.472
H -3.922 -5.318 3.710
H -2.401 -5.566 -0.033
H -0.746 2.316 -0.402
H 3.690 1.923 5.316
H -3.688 5.417 -0.628
H 1.627 -1.009 -0.863
H -1.460 3.451 -4.852
H 3.144 4.104 2.841
H -2.414 -2.528 -4.508
H 2.951 5.851 3.068
H -2.582 5.511 0.752
H -3.089 3.233 -4.222
H -4.109 4.845 -9.028
H 1.561 4.768 3.261
H -2.821 3.741 -8.526
H 0.825 0.615 2.653
H 0.274 -2.767 0.344
H -0.099 -0.491 1.599
H -1.490 -1.227 -3.763
H 5.967 0.007 0.269
H 3.491 0.185 5.057
H 0.874 -3.210 -1.228
H -4.149 -3.665 3.118
H -4.156 -5.665 -0.188
H 3.157 -2.907 2.683
```

Calculated values
M   553.58 g mol⁻¹
E   -2330.53286 a.u.
SMILES   C[Si@@](CCN)(CB(O)O)S(C)(=O)=O.CC#N.CC#N.CC#N.CC#N.CC#N.CC#N.CC#N.CC#N

***

Formula: C21H40BaP2
Source: OMol25
Level of theory: the ωB97M-V functional and the def2-TZVPD basis

The geometry in XYZ format:
```
64
Properties=species:S:1:pos:R:3
Ba 2.054 0.958 0.413
P 0.477 -1.325 -2.581
P 1.660 2.217 -2.081
C 1.219 -0.842 6.061
C 1.617 -1.647 1.385
C -0.331 -2.420 -3.811
C 3.115 3.259 -2.394
C -1.990 0.533 -0.151
C 0.563 0.163 -3.652
C -3.883 -1.828 -0.769
C -4.249 -1.023 -2.051
C 1.389 0.763 4.165
C 1.821 1.026 -3.525
C 1.784 1.150 3.065
C 0.298 3.299 -2.630
C -3.245 0.049 -2.374
C -2.568 -2.498 -0.923
C -2.615 0.849 -1.485
C 1.703 1.547 6.447
C -1.374 -2.008 -0.583
C 2.119 -2.024 -2.243
C 0.957 0.572 5.539
C -0.983 -0.620 -0.130
C -0.545 0.824 5.618
H 2.027 -2.646 -1.336
H 2.749 1.243 6.537
H 4.035 2.658 -2.345
H 1.251 1.508 7.442
H 1.990 1.657 -4.416
H -1.084 0.029 5.102
H 0.286 -2.437 -4.723
H -4.332 -1.720 -2.907
H -3.245 0.299 -3.452
H 2.656 -1.828 1.047
H -1.418 1.455 0.104
H -2.608 -3.473 -1.424
H 2.733 0.421 -3.356
H -0.463 -2.637 -0.694
H -0.152 -0.286 -0.802
H -1.325 -2.020 -4.066
H 1.037 -2.573 1.388
H 3.006 3.723 -3.383
H -0.836 1.785 5.194
H -0.494 -0.643 0.855
H -2.703 0.368 0.670
H -0.662 2.772 -2.721
H 1.662 2.573 6.078
H 0.419 -0.153 -4.695
H 2.878 -1.242 -2.064
H -0.332 0.746 -3.365
H -3.903 -1.179 0.121
H -0.829 0.800 6.671
H 0.550 3.778 -3.584
H -2.676 1.942 -1.653
H 1.599 -1.131 2.366
H -5.266 -0.623 -1.886
H -0.453 -3.442 -3.422
H 3.146 4.034 -1.617
H 0.758 -1.598 5.419
H -4.638 -2.621 -0.646
H 0.196 4.073 -1.856
H 0.759 -0.893 7.054
H 2.291 -1.037 6.157
H 2.399 -2.657 -3.100
```

Calculated values
M   491.83 g mol⁻¹
E   -1532.04121 a.u.

***

Formula: C21H40Cl2NO8
Source: OMol25
Level of theory: the ωB97M-V functional and the def2-TZVPD basis

The geometry in XYZ format:
```
72
Properties=species:S:1:pos:R:3
Cl -4.116 1.941 1.785
Cl -3.539 -2.185 0.810
O -3.071 3.746 -2.176
O 6.087 -0.661 -3.696
O 2.299 -3.401 2.876
O 4.151 -0.103 -1.550
O -3.624 0.036 -0.703
O -2.773 -1.061 -2.508
O 2.637 -4.079 5.721
O -5.710 5.044 -2.196
N 1.246 0.377 -0.070
C 5.557 -0.283 -1.362
C -0.725 1.178 -1.032
C 1.687 -3.157 5.218
C 0.832 -0.884 -0.048
C 3.484 -1.309 -1.879
C -2.612 -0.460 -1.488
C -5.868 4.681 -0.833
C -1.190 -0.144 -1.000
C -4.755 0.296 1.374
C -3.711 2.506 -2.430
C -3.471 4.771 -3.085
C -5.020 -0.439 2.701
C 1.239 -3.531 3.820
C -4.481 5.706 -2.453
C 3.970 -3.595 5.655
C 0.540 1.399 -0.552
C -3.559 -0.393 0.642
C 6.342 0.170 -2.575
C 5.189 -0.076 -4.627
C -0.422 -1.200 -0.511
C 2.883 -4.653 2.539
H 2.479 -1.052 -2.218
H 3.990 -1.857 -2.675
H 4.300 0.327 -4.134
H 2.209 -5.220 1.887
H 5.847 0.331 -0.505
H 4.201 -3.178 4.672
H 4.880 -0.851 -5.327
H -5.625 0.341 0.715
H -1.354 1.986 -1.408
H 3.809 -4.458 2.000
H 5.691 0.721 -5.183
H 2.171 0.585 0.303
H 0.827 -4.544 3.803
H 4.129 -2.831 6.423
H -5.526 0.250 3.385
H -6.713 3.998 -0.765
H 0.446 -2.840 3.509
H 0.917 2.419 -0.551
H -5.577 -1.366 2.531
H 6.129 1.217 -2.808
H -0.810 -2.213 -0.504
H 3.408 -1.944 -0.987
H -3.524 1.861 -1.572
H 3.112 -5.243 3.427
H -4.694 6.517 -3.156
H -4.790 2.617 -2.557
H 7.409 0.086 -2.349
H 4.640 -4.431 5.848
H -2.663 -0.032 1.166
H -6.085 5.569 -0.230
H 2.083 -2.137 5.240
H -2.574 5.342 -3.339
H -4.069 -0.704 3.186
H -4.979 4.181 -0.440
H -4.079 6.151 -1.538
H 5.785 -1.325 -1.121
H 1.433 -1.695 0.359
H -3.867 4.339 -4.007
H -3.284 2.042 -3.329
H 0.819 -3.195 5.884
```

Calculated values
M   505.46 g mol⁻¹
E   -2400.85113 a.u.
Total charge   +1